Entry from the Open Molecules 2025 dataset: a cluster of 2 separate species, C4H14N2O in total at a distorted geometry (wB97M-V/def2-TZVPD).

Calculated values
ΔE to the lowest compared entry with this formula, charge and spin, eV: 1.9457
SMILES: NCCCCN.O
Lowest unoccupied orbital energy, eV: 0.7

Positions of all 21 atoms, in Å:
C (0.689, 0.738, 1.596)
C (0.364, -0.659, 1.112)
C (-0.652, -0.714, -0.060)
C (-1.900, 0.236, -0.045)
N (-3.031, -0.456, -0.782)
N (1.991, 1.185, 1.046)
H (0.034, 1.558, 1.287)
H (0.655, 0.652, 2.678)
H (1.318, -1.123, 0.752)
H (0.021, -1.252, 1.992)
H (-0.888, -1.792, -0.234)
H (-0.117, -0.582, -1.029)
H (-2.219, 0.577, 0.959)
H (-1.662, 1.244, -0.468)
H (-3.154, -1.324, -0.283)
H (-2.801, -0.697, -1.737)
H (2.442, 0.612, 0.350)
H (2.682, 1.523, 1.725)
H (2.642, 0.596, -2.902)
H (1.529, -0.222, -3.376)
O (2.057, -0.101, -2.576)



Entry from the Open Molecules 2025 dataset: a cluster of 2 separate species, C4H14N2O in total at a distorted geometry (wB97M-V/def2-TZVPD).

Calculated values
ΔE to the lowest compared entry with this formula, charge and spin, eV: 2.9041
SMILES: C[C@@H](N)CCN.O
Lowest unoccupied orbital energy, eV: 0.5

Positions of all 21 atoms, in Å:
C (1.201, 1.577, 1.379)
C (0.463, 0.282, 1.042)
C (-0.723, 0.812, -0.002)
C (-0.516, 0.364, -1.448)
N (-1.785, 0.734, -2.265)
N (-0.231, -0.366, 2.191)
H (2.099, 1.417, 2.160)
H (1.672, 2.008, 0.464)
H (0.397, 2.294, 1.649)
H (1.212, -0.301, 0.412)
H (-0.786, 1.870, 0.232)
H (-1.679, 0.454, 0.144)
H (0.442, 1.016, -1.741)
H (-0.151, -0.589, -1.860)
H (-2.590, 0.292, -1.813)
H (-1.747, 0.406, -3.201)
H (-0.740, -1.152, 1.774)
H (0.418, -0.727, 2.813)
H (0.983, -4.057, -0.145)
H (0.652, -2.878, -0.923)
O (1.410, -3.456, -0.863)



Please write out number 2 again, unchanged.
Entry from the Open Molecules 2025 dataset: a cluster of 2 separate species, C4H14N2O in total at a distorted geometry (wB97M-V/def2-TZVPD).

Calculated values
ΔE to the lowest compared entry with this formula, charge and spin, eV: 2.9041
SMILES: C[C@@H](N)CCN.O
Lowest unoccupied orbital energy, eV: 0.5

Positions of all 21 atoms, in Å:
C (1.201, 1.577, 1.379)
C (0.463, 0.282, 1.042)
C (-0.723, 0.812, -0.002)
C (-0.516, 0.364, -1.448)
N (-1.785, 0.734, -2.265)
N (-0.231, -0.366, 2.191)
H (2.099, 1.417, 2.160)
H (1.672, 2.008, 0.464)
H (0.397, 2.294, 1.649)
H (1.212, -0.301, 0.412)
H (-0.786, 1.870, 0.232)
H (-1.679, 0.454, 0.144)
H (0.442, 1.016, -1.741)
H (-0.151, -0.589, -1.860)
H (-2.590, 0.292, -1.813)
H (-1.747, 0.406, -3.201)
H (-0.740, -1.152, 1.774)
H (0.418, -0.727, 2.813)
H (0.983, -4.057, -0.145)
H (0.652, -2.878, -0.923)
O (1.410, -3.456, -0.863)



Question: Which value of ΔE to the lowest compared entry with this formula, charge and spin does entry 1 give?
Answer: 1.9457 eV



Question: The highest ΔE to the lowest compared entry with this formula, charge and spin belongs to which entry?
Answer: number 2